{
  "formula": "C19H22AsCl5InN2OS4",
  "method": "the ωB97M-V functional and the def2-TZVPD basis",
  "elements": ["In", "C", "C", "C", "C", "C", "C", "C", "C", "C", "C", "C", "C", "H", "H", "H", "H", "H", "H", "H", "H", "H", "H", "H", "H", "H", "H", "H", "H", "H", "H", "S", "As", "S", "S", "S", "Cl", "C", "C", "C", "Cl", "C", "Cl", "C", "Cl", "C", "Cl", "N", "C", "N", "O", "H", "H", "H", "H"],
  "coordinates": [[0.99, -1.33, -0.74], [-2.15, 0.92, 1.39], [-1.25, 1.68, 0.44], [-1.10, 3.14, 0.63], [-2.36, 3.91, 0.98], [0.04, 3.82, 0.45], [0.11, 5.32, 0.56], [1.38, 3.22, 0.29], [2.30, 3.45, 1.48], [1.94, 2.64, -0.75], [3.37, 2.27, -0.99], [-0.73, 1.09, -0.64], [-0.33, 3.68, -2.87], [-1.92, 1.16, 2.43], [-2.00, -0.15, 1.25], [-3.20, 1.14, 1.21], [-2.65, 4.57, 0.16], [-2.22, 4.53, 1.87], [-3.19, 3.24, 1.17], [0.39, 5.65, 1.56], [-0.85, 5.79, 0.31], [0.85, 5.72, -0.14], [2.79, 4.42, 1.41], [3.05, 2.67, 1.56], [1.69, 3.43, 2.38], [3.61, 1.29, -0.56], [4.00, 3.03, -0.53], [3.62, 2.23, -2.05], [-0.90, 2.95, -3.48], [1.84, 2.73, -3.01], [-0.94, 3.74, -1.96], [2.23, -3.53, -0.48], [3.81, -2.18, 0.29], [2.59, -0.65, -2.62], [2.42, -0.66, 1.18], [4.38, -1.15, -1.67], [-0.63, -3.07, -2.62], [-1.84, -1.84, -2.74], [-1.77, -0.55, -2.13], [-0.78, -0.12, -1.24], [0.90, 2.22, -2.20], [-3.03, 0.08, -2.47], [-3.57, 1.65, -2.02], [-3.76, -0.77, -3.26], [-5.32, -0.48, -3.92], [-3.02, -1.98, -3.42], [-3.54, -3.37, -4.29], [-0.74, -4.60, 0.49], [-1.42, -3.45, 0.29], [-2.73, -3.54, -0.13], [-0.92, -2.35, 0.52], [-1.05, -5.44, 0.04], [0.27, -4.48, 0.55], [-3.01, -4.37, -0.62], [-3.08, -2.68, -0.51]],
  "charge": -1,
  "max_force_ev_per_a": 0.89,
  "e_lumo_ev": 1.79,
  "relative_energy_kcal_mol": 253.5,
  "homo_lumo_gap_ev": 6.4
}

{
  "formula": "C3H6N3",
  "method": "the ωB97M-V functional and the def2-TZVPD basis",
  "elements": ["C", "N", "C", "C", "N", "N", "H", "H", "H", "H", "H", "H"],
  "coordinates": [[1.20, 0.70, 0.53], [0.06, 0.00, 0.09], [-1.33, 0.26, -0.04], [-1.85, -0.96, -0.86], [-0.70, -1.60, -1.23], [0.29, -1.08, -0.62], [2.17, 0.21, 0.38], [1.34, 1.79, -0.01], [1.14, 0.93, 1.67], [-1.65, 1.23, -0.25], [-1.91, 0.03, 0.93], [1.24, -1.51, -0.61]],
  "charge": 1,
  "max_force_ev_per_a": 5.63,
  "e_lumo_ev": [-7.03, -7.10],
  "relative_energy_kcal_mol": 142.3,
  "smiles": "CN1CC#[N+]N1",
  "homo_lumo_gap_ev": [7.5, 7.0]
}

{
  "formula": "C7H10N",
  "method": "the ωB97M-V functional and the def2-TZVPD basis",
  "elements": ["C", "C", "C", "N", "C", "C", "C", "C", "H", "H", "H", "H", "H", "H", "H", "H", "H", "H"],
  "coordinates": [[0.58, 2.04, 0.11], [0.91, 0.71, 0.02], [2.25, 0.37, -0.04], [3.20, -0.35, -0.18], [0.16, -0.58, 0.16], [0.67, -1.72, -0.08], [-1.33, -0.33, 0.57], [-2.29, 0.15, -0.51], [-0.41, 2.45, 0.29], [1.31, 2.91, -0.06], [3.96, -1.00, -0.01], [0.16, -2.67, 0.02], [1.76, -1.78, -0.50], [-1.74, -1.15, 1.14], [-1.40, 0.51, 1.30], [-1.95, 0.92, -1.17], [-3.23, 0.31, -0.07], [-2.61, -0.79, -0.98]],
  "charge": 1,
  "max_force_ev_per_a": 6.57,
  "e_lumo_ev": -5.48,
  "relative_energy_kcal_mol": 68.9,
  "smiles": "C=C(C#[NH+])C(=C)CC",
  "homo_lumo_gap_ev": 8.7
}

{
  "formula": "C8H13BrSi",
  "method": "the ωB97M-V functional and the def2-TZVPD basis",
  "elements": ["C", "Si", "C", "C", "C", "C", "C", "C", "C", "Br", "H", "H", "H", "H", "H", "H", "H", "H", "H", "H", "H", "H", "H"],
  "coordinates": [[-1.37, 1.80, 0.17], [-1.17, -0.14, 0.39], [-1.83, -0.73, 2.15], [-2.33, -0.93, -0.88], [0.65, -0.65, 0.32], [1.30, -0.71, -0.86], [2.80, -0.86, -0.96], [3.34, 0.53, -0.86], [3.74, 1.66, -0.81], [4.51, 3.33, -0.61], [-0.44, 2.27, 0.31], [-1.80, 1.95, -0.81], [-2.03, 2.08, 0.91], [-1.37, -1.63, 2.36], [-1.68, 0.01, 2.89], [-2.89, -0.87, 2.28], [-1.97, -0.83, -1.94], [-2.58, -1.99, -0.68], [-3.37, -0.58, -0.80], [1.19, -0.61, 1.33], [0.78, -0.75, -1.86], [3.38, -1.27, -0.10], [3.15, -1.07, -1.95]],
  "max_force_ev_per_a": 3.43,
  "e_lumo_ev": 0.76,
  "relative_energy_kcal_mol": 0.0,
  "smiles": "C[Si](C)(C)/C=C/CC#CBr",
  "homo_lumo_gap_ev": 10.1
}

{
  "formula": "C8H18ClErIN2O3P",
  "method": "the ωB97M-V functional and the def2-TZVPD basis",
  "elements": ["C", "C", "H", "H", "H", "O", "I", "Er", "P", "C", "C", "H", "H", "H", "C", "H", "H", "H", "H", "H", "H", "C", "O", "Cl", "C", "N", "C", "N", "O", "H", "H", "H", "H", "H", "H"],
  "coordinates": [[1.47, -4.81, 1.46], [1.13, -4.13, 0.25], [2.04, -5.75, 1.26], [0.50, -5.08, 1.95], [2.03, -4.12, 2.14], [1.37, -3.59, -0.76], [3.48, -0.21, 2.39], [1.02, -0.39, 1.02], [-1.17, -0.52, -1.06], [-1.18, -0.16, -2.85], [-1.56, -2.31, -1.08], [-2.92, 0.19, 0.51], [-3.63, -0.47, -0.98], [-2.95, 1.18, -0.98], [-2.82, 0.16, -0.59], [-1.59, -2.71, -0.05], [-2.54, -2.46, -1.54], [-2.15, -0.42, -3.30], [-0.39, -0.71, -3.38], [-0.80, -2.88, -1.64], [-1.01, 0.91, -3.02], [1.74, -0.27, -1.39], [2.14, 0.10, -2.40], [-0.83, -1.28, 2.39], [-0.82, 4.13, 0.90], [0.62, 4.03, 1.00], [1.36, 2.92, 1.05], [2.67, 3.12, 1.24], [0.87, 1.72, 0.99], [-1.26, 3.21, 0.51], [-1.06, 4.97, 0.24], [-1.25, 4.34, 1.89], [1.16, 4.88, 1.06], [3.30, 2.33, 1.37], [3.01, 4.07, 1.39]],
  "charge": 2,
  "max_force_ev_per_a": 7.29,
  "e_lumo_ev": [-9.60, -9.60],
  "multiplicity": 4,
  "homo_lumo_gap_ev": [5.4, 5.4]
}

{
  "formula": "C24H28FN3O3S",
  "method": "the ωB97M-V functional and the def2-TZVPD basis",
  "elements": ["C", "C", "C", "C", "C", "C", "C", "C", "C", "C", "S", "O", "O", "N", "C", "C", "C", "C", "N", "C", "C", "C", "C", "C", "C", "C", "F", "C", "C", "C", "O", "N", "H", "H", "H", "H", "H", "H", "H", "H", "H", "H", "H", "H", "H", "H", "H", "H", "H", "H", "H", "H", "H", "H", "H", "H", "H", "H", "H", "H"],
  "coordinates": [[-2.25, -3.77, -0.15], [-0.77, -3.67, -0.22], [0.03, -2.52, 0.02], [1.31, -2.96, -0.18], [2.60, -2.29, -0.10], [3.78, -3.01, -0.28], [5.00, -2.37, -0.19], [5.09, -1.01, 0.06], [6.40, -0.31, 0.18], [3.90, -0.30, 0.21], [3.97, 1.46, 0.53], [4.73, 2.10, -0.51], [4.39, 1.66, 1.89], [2.37, 1.94, 0.44], [1.96, 2.53, -0.82], [0.43, 2.58, -0.99], [-0.19, 1.19, -0.87], [-1.70, 1.27, -1.06], [-2.27, 2.13, -0.04], [-3.72, 2.06, -0.03], [-4.17, 0.71, 0.47], [-3.51, 0.09, 1.52], [-3.92, -1.15, 1.99], [-5.00, -1.79, 1.40], [-5.67, -1.19, 0.35], [-5.25, 0.05, -0.09], [-5.91, 0.62, -1.13], [-1.76, 3.48, -0.19], [-0.25, 3.49, 0.02], [2.68, -0.92, 0.15], [1.27, -4.26, -0.52], [-0.02, -4.68, -0.54], [-2.72, -3.03, -0.80], [-2.56, -4.77, -0.45], [-2.59, -3.58, 0.87], [-0.32, -1.55, 0.31], [3.73, -4.07, -0.48], [5.91, -2.94, -0.32], [6.44, 0.24, 1.12], [7.23, -1.01, 0.13], [6.50, 0.43, -0.61], [2.15, 2.51, 1.24], [2.37, 3.54, -0.94], [2.40, 1.90, -1.60], [0.24, 2.96, -2.00], [0.24, 0.51, -1.60], [0.01, 0.81, 0.13], [-2.14, 0.27, -0.96], [-1.93, 1.64, -2.08], [-4.09, 2.83, 0.66], [-4.16, 2.26, -1.02], [-2.67, 0.60, 1.97], [-3.40, -1.61, 2.81], [-5.33, -2.75, 1.76], [-6.52, -1.66, -0.12], [-2.24, 4.11, 0.56], [-2.00, 3.90, -1.19], [-0.04, 3.14, 1.03], [0.12, 4.52, -0.07], [1.79, -0.34, 0.29]],
  "max_force_ev_per_a": 1.33,
  "e_lumo_ev": 0.23,
  "relative_energy_kcal_mol": 65.2,
  "smiles": "Cc1cc(-c2ccc(C)c(S(=O)(=O)NCC3CCN(Cc4ccccc4F)CC3)c2)on1",
  "homo_lumo_gap_ev": 9.0
}

{
  "formula": "C4H18NO7",
  "method": "the ωB97M-V functional and the def2-TZVPD basis",
  "elements": ["C", "O", "C", "C", "C", "N", "O", "H", "H", "H", "H", "H", "H", "H", "H", "H", "H", "O", "H", "H", "O", "H", "H", "O", "H", "H", "O", "H", "H", "O"],
  "coordinates": [[0.10, 2.14, 0.17], [-0.65, 2.48, -0.96], [1.56, 1.83, -0.22], [2.11, 0.64, 0.59], [1.67, -0.70, 0.07], [1.84, -1.02, -1.15], [1.14, -1.48, 0.96], [0.00, 3.02, 0.79], [-0.41, 1.28, 0.70], [1.58, 1.55, -1.31], [2.25, 2.72, -0.14], [3.22, 0.69, 0.59], [1.84, 0.77, 1.65], [1.63, -1.98, -1.42], [0.45, 0.05, -2.36], [-0.72, -3.54, 0.78], [0.45, -2.65, 0.41], [-0.27, -3.31, -0.01], [-2.28, 1.99, 1.51], [-2.03, 0.62, 2.19], [-2.44, 1.51, 2.34], [-1.02, -0.31, -2.00], [-0.66, 1.70, -1.65], [-0.49, 0.30, -2.53], [-1.58, -0.98, 0.70], [-0.39, -0.98, 1.57], [-1.36, -0.83, 1.64], [-2.55, -1.90, -1.30], [-1.16, -2.16, -0.65], [-1.78, -1.45, -0.96]],
  "charge": -1,
  "max_force_ev_per_a": 2.25,
  "e_lumo_ev": 3.21,
  "relative_energy_kcal_mol": 3.9,
  "homo_lumo_gap_ev": 8.8
}

{
  "formula": "C23H23N5O6",
  "method": "the ωB97M-V functional and the def2-TZVPD basis",
  "elements": ["C", "O", "C", "C", "C", "N", "C", "O", "C", "C", "C", "N", "O", "O", "C", "C", "C", "N", "C", "O", "C", "N", "C", "C", "C", "C", "C", "C", "N", "C", "C", "O", "C", "C", "H", "H", "H", "H", "H", "H", "H", "H", "H", "H", "H", "H", "H", "H", "H", "H", "H", "H", "H", "H", "H", "H", "H"],
  "coordinates": [[-4.97, 5.34, 0.78], [-4.45, 4.04, 0.87], [-3.40, 3.70, 0.08], [-2.93, 2.39, 0.21], [-1.87, 1.95, -0.55], [-1.47, 0.62, -0.37], [-0.46, -0.07, -0.95], [0.31, 0.42, -1.77], [-0.33, -1.48, -0.48], [-1.42, -2.19, -0.02], [-1.28, -3.49, 0.46], [-2.44, -4.18, 0.95], [-2.29, -5.32, 1.33], [-3.49, -3.57, 0.97], [-0.04, -4.11, 0.47], [1.06, -3.44, -0.02], [0.93, -2.13, -0.52], [2.01, -1.45, -1.03], [3.34, -1.76, -0.97], [3.79, -2.79, -0.52], [4.25, -0.63, -1.46], [5.04, -0.09, -0.37], [4.29, 0.70, 0.59], [3.24, -0.05, 1.40], [3.55, -1.21, 2.10], [2.55, -1.86, 2.80], [1.27, -1.31, 2.79], [1.07, -0.14, 2.08], [2.02, 0.47, 1.39], [-1.25, 2.79, -1.47], [-1.71, 4.10, -1.60], [-1.19, 5.01, -2.45], [-0.10, 4.63, -3.26], [-2.79, 4.55, -0.83], [-5.79, 5.38, 1.50], [-5.35, 5.55, -0.22], [-4.22, 6.09, 1.05], [-3.43, 1.74, 0.92], [-2.01, 0.13, 0.33], [-2.42, -1.77, -0.03], [0.05, -5.11, 0.85], [2.03, -3.90, -0.04], [1.74, -0.55, -1.45], [3.68, 0.18, -1.92], [4.94, -1.05, -2.20], [5.54, -0.84, 0.09], [5.02, 1.14, 1.28], [3.79, 1.51, 0.06], [4.56, -1.60, 2.10], [2.75, -2.77, 3.34], [0.46, -1.78, 3.32], [0.10, 0.35, 2.06], [-0.43, 2.43, -2.05], [0.15, 5.51, -3.85], [-0.36, 3.81, -3.93], [0.77, 4.34, -2.65], [-3.11, 5.57, -0.97]],
  "max_force_ev_per_a": 1.29,
  "e_lumo_ev": -0.71,
  "relative_energy_kcal_mol": 63.3,
  "smiles": "COc1cc(NC(=O)c2cc([N+](=O)[O-])ccc2NC(=O)CNCc2ccccn2)cc(OC)c1",
  "homo_lumo_gap_ev": 7.8
}